Entry from the Open Molecules 2025 dataset: 11 unconnected molecules or ions with the total composition F6H20O10P at a distorted geometry (ωB97M-V with the def2-TZVPD basis set).

Structure (XYZ):
```
37
Properties=species:S:1:pos:R:3:forces:R:3:mulliken_charge:R:1
P -0.6693 -0.6640 -0.0311 1.2 -1.0 0.8 1.442
F -1.8027 -1.7602 0.4043 1.2 0.0 -1.0 -0.407
F -0.0964 -0.6966 1.5768 -0.5 -0.3 -1.9 -0.463
F 0.4077 -1.8012 -0.5217 0.1 -0.1 1.9 -0.393
F 0.4276 0.4983 -0.2942 0.7 0.3 0.7 -0.509
F -0.9307 -0.5664 -1.5936 -2.2 -0.2 -0.9 -0.339
F -1.7680 0.4333 0.2878 -0.3 0.8 0.5 -0.285
O 2.7904 0.4873 1.3346 0.3 0.2 0.2 -0.689
H 2.0461 -0.1145 1.3235 -0.2 -0.3 -0.2 0.271
H 2.9092 0.7388 0.4187 0.0 0.0 -0.3 0.331
O -0.1906 1.6515 -4.1570 0.4 -0.1 -0.9 -0.643
H -0.8366 1.0138 -3.8532 -0.1 0.0 0.2 0.317
H -0.2199 2.3518 -3.5051 -0.3 0.0 0.4 0.329
O 2.6962 -1.1441 -3.0090 0.3 0.2 0.1 -0.626
H 3.0061 -1.7261 -3.7029 0.0 -0.1 -0.1 0.273
H 1.9064 -1.5689 -2.6743 -0.2 -0.1 0.1 0.335
O -0.9332 0.8814 3.6511 -0.3 0.0 0.6 -0.660
H -0.4547 1.5673 3.1855 0.3 0.4 -0.2 0.332
H -1.3044 0.3351 2.9583 0.0 -0.1 -0.2 0.322
O -1.0570 2.3334 -1.6545 0.1 0.5 -0.2 -0.675
H -0.5979 1.5526 -1.3449 0.2 0.1 -0.1 0.416
H -1.9576 2.2182 -1.3514 -0.3 0.4 -0.1 0.345
O 0.6279 -3.7311 1.6444 0.2 -0.4 0.2 -0.653
H -0.1480 -4.2916 1.6455 -0.2 -0.1 0.0 0.299
H 0.2844 -2.8460 1.5227 0.0 0.3 0.0 0.319
O 0.6919 2.7792 1.6360 -0.4 0.2 0.3 -0.618
H 1.4439 3.3261 1.4087 0.2 0.0 0.1 0.291
H 0.7412 2.0397 1.0302 0.0 -0.3 -0.3 0.342
O -3.8546 2.0462 -0.8921 -0.2 0.1 -0.3 -0.686
H -4.5965 2.2626 -0.3274 -0.1 0.2 0.1 0.303
H -3.3753 1.3717 -0.4108 0.1 -0.4 0.3 0.388
O -0.1354 -3.3979 -2.6299 0.1 -0.3 -0.6 -0.697
H -0.0576 -2.6422 -2.0476 -0.1 0.1 0.3 0.332
H -0.8294 -3.9302 -2.2411 -0.1 -0.1 0.1 0.293
O 2.2800 0.4960 4.1873 0.3 0.0 0.4 -0.660
H 1.8918 0.5113 3.3125 0.0 0.2 -0.3 0.399
H 1.6651 -0.0147 4.7139 -0.3 0.0 0.1 0.325
```
Positions in Å, forces in eV/Å.

The HOMO energy is -0.2969 hartree. The value obtained for the gap between HOMO and LUMO is 10.8 eV. Its total charge is -1. The energy above the lowest of the compared OMol25 structures with the same formula, charge and spin is 28.1 kcal per mole. As for the LUMO energy: 2.76 eV.